No. 1
This record from the OMol25 dataset describes a structure of composition C12H72N2O24 at a distorted geometry. The level of theory is ωB97M-V/def2-TZVPD.

The geometry in ORCA input format:
```
! wB97M-V def2-TZVPD RIJCOSX def2/J DEFGRID3
* xyz 2 1
C 0.3469 -2.9196 2.0824
O 0.3423 -2.6111 0.6972
C 0.7105 -1.2883 0.4567
C 0.9006 -1.1906 -1.1656
N 1.4605 0.1111 -1.5976
H 2.1241 0.6126 -0.9461
H 2.0935 0.1202 -2.6194
C 0.3818 1.0797 -1.6728
C 0.8093 2.4989 -2.1569
O -0.3128 3.1357 -2.1958
C -0.1307 4.4274 -2.9153
H 1.2025 -2.4886 2.6020
H -0.0505 -4.0349 2.3529
H -0.3961 -2.2858 2.4557
H 1.6314 -1.0787 0.9648
H -0.0250 -0.6190 0.7568
H -0.0953 -1.2377 -1.7483
H 1.5589 -2.1589 -1.3084
H 0.0841 1.2286 -0.6343
H -0.2217 0.7240 -2.4996
H 1.4805 2.5382 -3.0743
H 1.5145 2.8505 -1.3703
H 0.6000 5.0127 -2.4652
H -1.0469 5.0054 -2.6283
H -0.0215 4.4514 -3.9392
C -3.2828 -1.3257 3.3267
O -2.4172 -0.1731 3.0183
C -3.2327 0.7873 2.2957
C -2.4036 1.8103 1.7123
N -3.1965 2.7834 0.9461
H -3.5261 2.2330 0.2294
H -4.0168 2.9091 1.4744
C -2.3939 4.0520 0.3559
C -3.2736 5.1956 -0.2868
O -2.5308 6.1597 -0.8847
C -3.1742 7.2560 -1.5029
H -3.4731 -2.0581 2.4033
H -4.1386 -1.0979 3.8187
H -2.6356 -2.0874 4.1546
H -4.0650 1.2706 2.7993
H -3.7257 0.3873 1.5222
H -1.4907 1.2656 1.2807
H -1.8295 2.5289 2.5793
H -1.7335 3.5522 -0.5711
H -1.8101 4.4405 1.1632
H -3.9568 5.6291 0.4752
H -3.9457 4.5311 -0.9166
H -2.3705 8.0301 -1.7511
H -3.8505 7.8061 -0.7570
H -3.5758 7.0205 -2.4598
O 4.0897 2.3288 -4.8250
H 3.6265 2.6603 -5.3907
H 4.1002 3.0605 -4.1206
O -0.4217 -3.5953 -3.1030
H -0.4548 -2.8988 -3.7295
H 0.5014 -3.7465 -3.3680
O 3.3334 1.4415 -0.0111
H 3.5155 2.4105 0.1393
H 4.2811 1.1423 0.1074
O 3.4591 4.2621 -2.9136
H 3.0688 4.8466 -3.4808
H 3.4478 4.6869 -1.9682
O 2.9097 -3.8496 -3.2808
H 2.4355 -4.6955 -3.4684
H 2.3612 -3.3321 -3.8815
O 3.0496 -5.1414 1.2230
H 3.1612 -4.6932 2.0984
H 2.7924 -4.3476 0.6287
O 0.1049 -3.7610 5.9691
H 0.8419 -4.5330 5.9023
H -0.5181 -3.8722 5.2363
O 3.7915 -3.4044 -0.7109
H 4.3272 -4.1814 -0.8510
H 3.4122 -3.3352 -1.6825
O -0.1898 0.6312 4.2221
H 0.5577 -0.1591 4.1324
H -1.0186 0.2030 4.2492
O -2.3065 -3.8041 1.3818
H -3.2216 -3.5496 1.0366
H -1.9374 -3.3592 0.6017
O 3.5784 -3.5612 3.8473
H 3.3967 -2.8666 4.4991
H 4.1510 -4.3466 4.2315
O 1.2022 -6.2665 0.8139
H 0.8791 -6.5637 1.7278
H 1.5918 -5.4726 1.0405
O -1.3792 -4.7807 3.7395
H -0.8089 -5.2956 3.1997
H -1.7833 -4.3535 3.0573
O -2.7850 -1.2533 -1.1032
H -2.3174 -2.0028 -1.0939
H -3.7622 -1.5588 -1.2759
O -2.7625 2.5211 -3.9191
H -2.1963 2.0382 -4.6366
H -1.9991 2.6800 -3.3215
O 3.0702 0.0919 -3.7760
H 3.8410 -0.0874 -3.5608
H 3.1089 0.9740 -4.3209
O -1.4455 -3.7024 -1.2118
H -1.3373 -4.6982 -1.1517
H -0.7879 -3.6497 -1.8696
O 1.1801 -1.5435 5.1457
H 0.4875 -2.0796 5.6492
H 1.4804 -0.7631 5.6974
O 3.7629 4.0068 0.0393
H 4.6632 4.2142 0.4775
H 3.2547 4.3412 0.7698
O -2.5571 0.8509 -1.4452
H -2.9712 0.8302 -2.2576
H -2.7463 0.0934 -0.9907
*
```

## Properties
* HOMO-LUMO gap: 8.4 eV

***

No. 2
This record from the OMol25 dataset describes a cluster of 27 separate species, C12H78N24O27 in total at a distorted geometry. The level of theory is ωB97M-V/def2-TZVPD.

The geometry in ORCA input format:
```
! wB97M-V def2-TZVPD RIJCOSX def2/J DEFGRID3
* xyz 0 1
O 2.9158 1.7616 -0.7678
H 2.3202 1.4658 -0.0794
H 2.4141 2.4156 -1.2545
O 0.3017 -0.0127 -0.1264
H -0.0045 0.5884 -0.8055
H -0.4543 -0.1299 0.4490
O 0.4219 5.2493 -0.4158
H 0.7504 5.3622 0.4761
H -0.4268 5.6921 -0.4168
O 1.3299 -3.6675 3.1383
H 1.0413 -4.5719 3.2610
H 0.5240 -3.1520 3.1706
O 2.9108 -1.4640 -1.3662
H 3.8094 -1.7917 -1.4028
H 3.0007 -0.5119 -1.4064
O -0.2766 2.6232 -1.5966
H -0.8119 2.9447 -2.3221
H -0.3021 3.3276 -0.9490
O 1.1715 1.4778 -3.9100
H 0.7565 1.9456 -3.1853
H 0.4491 1.0340 -4.3542
O -3.0658 -4.6870 0.1251
H -3.0049 -5.3905 -0.5211
H -2.1695 -4.3624 0.2117
O -4.3344 -1.9898 1.0890
H -5.2054 -2.0504 0.6966
H -4.1332 -2.8837 1.3659
O 2.0100 4.1618 -2.2968
H 2.7650 4.6334 -1.9448
H 1.3013 4.3500 -1.6815
O -3.3601 -0.7793 -3.8346
H -3.9760 -1.5120 -3.8280
H -3.6194 -0.2412 -3.0866
O -1.0423 0.3401 -5.5192
H -1.8199 -0.0758 -5.1468
H -1.2778 0.5175 -6.4298
O -1.7304 -2.8017 2.1366
H -2.2836 -2.0646 1.8778
H -2.3165 -3.3832 2.6209
O -2.3934 0.4436 0.6199
H -2.7190 1.3123 0.3840
H -3.0395 -0.1618 0.2561
O 3.1232 0.3822 -5.1591
H 3.7810 1.0619 -5.0123
H 2.3664 0.6659 -4.6462
C -0.8643 4.2448 -4.5615
O -1.7456 3.9340 -3.7080
N -0.0051 5.1556 -4.4031
N -0.8224 3.6505 -5.7221
H 0.0409 5.6613 -3.5301
H 0.6796 5.2806 -5.1350
H -0.1557 3.9779 -6.4065
H -1.3999 2.8466 -5.9228
C 3.7302 4.5968 2.5567
O 4.3154 5.6829 2.6538
N 3.4180 4.1296 1.4097
N 3.2266 3.9145 3.5513
H 3.3629 4.6312 0.5349
H 2.9955 3.2146 1.4767
H 2.9578 2.9562 3.3796
H 3.4176 4.2340 4.4902
C -0.5756 2.8286 2.8910
O -0.8439 3.3184 1.8553
N 0.0596 3.4507 3.8115
N -0.8699 1.5971 3.2430
H 0.3520 4.4071 3.6700
H 0.1428 2.9672 4.6943
H -0.7429 1.1440 4.1367
H -1.4950 1.2010 2.5556
C -3.9636 3.6041 0.7873
O -5.0052 3.9204 0.2652
N -2.8955 3.3851 0.1449
N -3.7463 3.3591 2.0302
H -2.8174 3.7546 -0.7919
H -1.9737 3.3767 0.5575
H -2.8718 3.1847 2.5044
H -4.6039 3.6246 2.4929
C -5.7698 1.2062 -2.2869
O -4.5489 1.0697 -2.2871
N -6.4189 2.1662 -1.8252
N -6.5817 0.3536 -2.8594
H -7.3860 2.2153 -2.1123
H -6.0014 2.8713 -1.2348
H -7.5030 0.7547 -2.9615
H -6.3227 -0.5806 -3.1427
C 2.7959 -3.4710 -5.0049
O 2.4896 -4.6205 -4.7396
N 3.4770 -3.0671 -6.0367
N 2.6295 -2.4633 -4.1724
H 3.6067 -3.8641 -6.6435
H 3.7492 -2.1276 -6.2885
H 2.8783 -1.5263 -4.4555
H 2.1955 -2.5945 -3.2699
C 1.5152 -0.9842 5.6123
O 0.3694 -0.9932 5.2078
N 2.5757 -0.6353 5.0043
N 1.8570 -1.3292 6.8397
H 2.4244 -0.4290 4.0273
H 3.4721 -0.6956 5.4658
H 2.7926 -1.3351 7.2202
H 1.0954 -1.4293 7.4954
C -3.1112 -1.8151 5.8512
O -4.3172 -1.9485 5.9289
N -2.2075 -2.0268 6.8318
N -2.5571 -1.1385 4.8166
H -2.4970 -2.4956 7.6783
H -1.2329 -2.0052 6.5675
H -1.5666 -0.9449 4.8557
H -3.0760 -0.9530 3.9702
C 3.1380 0.1951 1.9066
O 2.7849 1.3623 2.0545
N 4.3036 -0.2524 1.5923
N 2.3645 -0.8057 1.9618
H 4.4283 -1.2284 1.3645
H 4.8806 0.5291 1.3160
H 2.6569 -1.7047 1.6064
H 1.3999 -0.5231 2.0611
C 0.5319 -4.1947 -0.5590
O -0.1496 -5.2127 -0.3764
N 0.3403 -3.0609 0.0349
N 1.5622 -4.0727 -1.3246
H -0.3190 -3.0746 0.7999
H 0.6218 -2.1358 -0.2564
H 1.8629 -4.8808 -1.8507
H 2.0169 -3.1738 -1.2518
C -2.0867 -3.8535 -3.1338
O -3.0961 -4.5404 -3.1041
N -1.0453 -4.0837 -3.9218
N -1.8398 -2.7801 -2.3970
H -0.2546 -3.4555 -3.9015
H -1.0031 -4.8228 -4.6089
H -2.3612 -2.4403 -1.6015
H -0.9367 -2.3424 -2.5110
C 4.7522 -3.6576 2.1984
O 5.9098 -3.7811 2.0190
N 3.8968 -3.5932 1.2465
N 4.2793 -3.2492 3.3880
H 4.3155 -3.6226 0.3278
H 2.9194 -3.8282 1.3446
H 3.3005 -3.0330 3.5121
H 5.0018 -3.1528 4.0871
*
```

## Properties
* HOMO-LUMO gap: 8.8 eV